No. 1
DFT (ωB97M-V with the def2-TZVPD basis set) results for 2 unconnected molecules or ions with the total composition C3H9N2O in a non-equilibrium geometry.

Its energy above the lowest of the compared OMol25 structures with the same formula, charge and spin is 213.57 kJ/mol. The highest occupied orbital energy is -13.27 eV. Its LUMO energy is -4.29 eV. The total energy is -8276.860 eV. The charge is +1.

Element x y z (Å)
O: 3.30452 0.82794 -2.55629
C: 2.54753 0.53508 -1.66092
H: 2.51439 -0.52077 -1.18510
H: 1.68587 1.19400 -1.37446
C: -1.94507 -1.00564 -0.48766
N: 0.23279 0.72030 1.94649
C: -0.64656 0.59232 0.98980
N: -0.96132 -0.66776 0.53438
H: -1.43566 -1.42785 -1.33767
H: -2.53878 -0.13083 -0.75848
H: -2.63118 -1.73590 -0.10021
H: 0.89612 0.00220 2.18883
H: 0.54654 1.62514 2.29765
H: -1.20029 1.41360 0.56648
H: -0.36888 -1.42182 0.93716

Cartesian forces (eV/Å) of the 3 atoms listed first:
O -0.8 -0.3 1.5
C -0.2 -1.0 -1.2
H 0.4 1.3 -0.4

In the Mulliken picture, each atom carries the following charge in e: -0.3572 0.0593 0.1606 0.1376 -0.7075 -0.3344 0.2286 -0.2209 0.3022 0.2893 0.3030 0.2340 0.2809 0.3697 0.2547

***

No. 2
DFT (ωB97M-V with the def2-TZVPD basis set) results for a molecular structure, C17H52AgB2F3N4O7PtS in a non-equilibrium geometry.

As for the spin multiplicity: 3. The highest occupied orbital energy (spin up / spin down) is -7.64 / -8.26 eV. Its LUMO energy (spin up / spin down) is -0.77 / -0.79 eV. The total energy is -66342.352 eV.

Element x y z (Å)
Ag: -6.00507 -13.78251 -21.50897
Pt: -10.06785 -15.90755 -22.01246
B: -10.36022 -13.79939 -23.04684
H: -11.51477 -13.75499 -23.17737
H: -9.99483 -12.75288 -23.37295
H: -10.17994 -13.84667 -21.92532
H: -9.91302 -14.67225 -23.62226
B: -8.24223 -15.22046 -20.60672
H: -7.66392 -14.25544 -20.37307
H: -9.30970 -14.97866 -20.30180
H: -8.24453 -15.47999 -21.71449
H: -7.82508 -16.06315 -19.93671
C: -8.76418 -18.75019 -25.57934
F: -8.45293 -18.84513 -26.86821
F: -10.05063 -19.12897 -25.45742
F: -8.03391 -19.56943 -24.80953
S: -8.58406 -16.94055 -25.03348
O: -9.71808 -16.32589 -25.72432
O: -8.81187 -16.97021 -23.57416
O: -7.25896 -16.51716 -25.38988
C: -4.82146 -12.16626 -17.44711
C: -4.93241 -12.65539 -18.89939
C: -3.73660 -12.05447 -19.65623
O: -4.01424 -12.10601 -21.05940
C: -3.44242 -11.17660 -21.93848
N: -5.14336 -14.11258 -19.01571
H: -3.91118 -12.50425 -16.94691
H: -5.69083 -12.35256 -16.82006
H: -4.72329 -11.07486 -17.45404
H: -5.81624 -12.16029 -19.31184
H: -2.77942 -12.48318 -19.35953
H: -3.79490 -10.99203 -19.41065
H: -2.35501 -11.28531 -22.01733
H: -3.67400 -10.12152 -21.77398
H: -3.78524 -11.43245 -22.94198
H: -5.81058 -14.27502 -18.25585
H: -4.36164 -14.73878 -18.86663
C: -9.07387 -14.57399 -15.34344
C: -8.87034 -14.00243 -16.75011
C: -9.06833 -12.52546 -17.02041
O: -10.41769 -12.17709 -16.74180
C: -10.63272 -10.81338 -17.02567
N: -7.66101 -14.52884 -17.40210
H: -8.74464 -15.60687 -15.27582
H: -10.10019 -14.45109 -14.99912
H: -8.51731 -13.96068 -14.62548
H: -9.66851 -14.46566 -17.35774
H: -8.83779 -12.27837 -18.06072
H: -8.45334 -11.95292 -16.31229
H: -11.66852 -10.57536 -16.80313
H: -10.45572 -10.62397 -18.09308
H: -9.95160 -10.12061 -16.52008
H: -7.76334 -15.52828 -17.55618
H: -7.68292 -14.20624 -18.37112
C: -6.43501 -18.26776 -20.92172
C: -6.61306 -19.39222 -19.90422
C: -7.16633 -20.66850 -20.52861
O: -8.40049 -20.40416 -21.19059
C: -8.72347 -21.30594 -22.20625
N: -5.28367 -19.67872 -19.35644
H: -7.24146 -18.08708 -21.63505
H: -5.49565 -18.41089 -21.46114
H: -6.30078 -17.30914 -20.40703
H: -7.31182 -19.06101 -19.12100
H: -7.37869 -21.41176 -19.74699
H: -6.47809 -21.10114 -21.26055
H: -8.72959 -22.34749 -21.87003
H: -8.11648 -21.26700 -23.12208
H: -9.68376 -20.99127 -22.62537
H: -4.79388 -18.82778 -19.10970
H: -5.43119 -20.18592 -18.48639
C: -10.96351 -19.26448 -19.11623
C: -11.09274 -18.15658 -20.16954
C: -11.71455 -16.90904 -19.53484
O: -11.69642 -15.81369 -20.45532
C: -12.39561 -14.65640 -20.02297
N: -9.81115 -17.76175 -20.77290
H: -11.98093 -19.49871 -18.80517
H: -10.14674 -19.12404 -18.40354
H: -10.58061 -20.18821 -19.56795
H: -11.68314 -18.53238 -21.00919
H: -11.30049 -16.58092 -18.57509
H: -12.75684 -17.13454 -19.27995
H: -13.48188 -14.69237 -20.11365
H: -12.07244 -13.84919 -20.68117
H: -12.09204 -14.38328 -19.00958
H: -9.19201 -17.73240 -19.95088
H: -9.31070 -18.57042 -21.16422

Cartesian forces (eV/Å) of the 3 atoms listed first:
Ag -0.4 -0.4 0.7
Pt 0.7 -0.9 -1.3
B -1.6 0.9 -0.1

In the Mulliken picture, each atom carries the following charge in e: 0.1130 4.1935 0.4716 -0.2302 -0.1994 -0.4244 -0.4399 0.6044 -0.7265 -0.3856 -0.2822 -0.6976 0.5748 -0.2124 -0.2468 -0.2254 1.0905 -0.6840 -1.0421 -0.6947 -1.4879 0.6133 -0.8234 -0.1709 -0.8128 -0.2887 0.3628 0.2364 0.4730 0.1693 0.3492 0.4124 0.3070 0.3282 0.2418 0.1834 0.2068 -1.5849 1.4102 -0.7307 -0.3606 -0.7471 -0.5722 0.4190 0.3673 0.3495 -0.6050 0.4867 0.3750 0.2733 0.2989 0.3018 0.1297 -0.1683 -0.8105 1.1900 -1.1616 -0.0937 -0.9895 -0.7441 -0.1420 0.5774 -0.1067 0.0564 0.3129 0.4091 0.3628 0.3090 0.2868 0.2592 0.2899 -1.4018 0.2390 -0.8481 -0.4294 -0.8357 0.0721 0.4676 0.3310 0.2574 0.4539 0.3099 0.5331 0.2806 0.2625 0.3164 -0.1614 -0.3522

***

No. 3
DFT (ωB97M-V with the def2-TZVPD basis set) results for C4H5NS in the gas phase in a non-equilibrium geometry.

Its energy above the lowest of the compared OMol25 structures with the same formula, charge and spin is 133.16 kJ/mol. The highest occupied orbital energy is -8.21 eV. Its LUMO energy is 0.21 eV. Its structure (SMILES) is C1=CCSN=C1. The total energy is -16552.685 eV.

Element x y z (Å)
C: -1.08715 -0.41555 -0.12579
C: -0.60510 0.81784 -0.22615
C: 0.85728 1.11509 0.13203
S: 1.97299 -0.22478 -0.13987
N: 1.11352 -1.67312 -0.09713
C: -0.19048 -1.61429 0.02240
H: -2.13081 -0.57088 0.01964
H: -1.17114 1.70173 -0.42242
H: 1.14459 1.99595 -0.52821
H: 0.80591 1.43897 1.18812
H: -0.70959 -2.57095 0.17738

Cartesian forces (eV/Å) of the 3 atoms listed first:
C 1.3 -0.4 0.7
C 1.5 -0.6 0.4
C -1.6 1.7 -0.8

In the Mulliken picture, each atom carries the following charge in e: -0.2808 -0.2815 -0.5323 -0.0114 -0.4457 -0.0504 0.3253 0.3607 0.2801 0.3110 0.3250